{"formula": "C11H11NO2S", "method": "ωB97M-V/def2-TZVPD", "orbital_gap_ev": 6.9997, "e_tot_ha": -1028.8044, "total_charge": 0, "lumo_ev": 0.0121, "species": ["C", "C", "C", "O", "O", "H", "H", "S", "C", "C", "N", "C", "C", "C", "C", "C", "C", "H", "H", "H", "H", "H", "H", "H", "H", "H"], "xyz": [[1.744, -2.519, 1.967], [0.618, -2.168, 0.868], [-0.553, -3.242, 0.806], [-0.953, -3.713, -0.163], [-0.606, -3.844, 1.948], [-1.418, -4.469, 2.106], [1.122, -2.137, 0.102], [-0.317, -0.846, 1.323], [0.247, 0.274, 0.145], [1.563, 0.512, -0.354], [1.349, 1.443, -1.178], [0.219, 1.942, -1.320], [0.016, 3.149, -2.144], [-1.568, 3.556, -1.825], [-2.304, 2.784, -1.082], [-1.822, 1.774, -0.083], [-0.376, 1.460, -0.353], [-2.449, 1.259, 0.547], [-3.463, 3.225, -0.968], [-1.917, 4.379, -2.297], [0.496, 3.609, -2.769], [2.258, 1.732, -1.581], [2.289, -0.101, -0.087], [2.251, -3.478, 1.785], [2.263, -1.879, 1.745], [1.310, -2.699, 2.863]], "atomic_forces_ev_per_a": [[-9.716, -12.193, -0.548], [-4.413, -4.986, 9.128], [5.704, 0.741, 0.950], [-3.052, -1.095, -4.915], [-2.883, -2.001, 4.499], [2.123, 1.622, -1.046], [4.151, 0.658, -8.612], [-1.413, 3.228, 0.906], [2.753, 2.212, 0.509], [-7.304, -3.667, 4.307], [13.867, 0.669, -5.848], [1.652, 10.860, -9.233], [-12.818, -6.133, 10.300], [9.444, -1.398, -3.144], [-5.261, -2.357, 6.514], [3.409, 3.234, -6.040], [-14.501, -5.612, 9.444], [-1.205, -1.014, 1.408], [2.999, -1.624, -0.159], [-1.122, 2.332, -1.492], [5.668, 4.655, -6.578], [-1.470, 0.587, -0.637], [4.105, -1.855, 0.210], [-0.175, 0.130, -0.627], [10.475, 12.353, -2.353], [-1.015, 0.652, 3.054]]}

=====

{"formula": "C11H11NS", "method": "ωB97M-V/def2-TZVPD", "orbital_gap_ev": [7.6660, 5.5414], "e_tot_ha": -878.4761, "total_charge": 0, "lumo_ev": [0.0557, -1.0014], "species": ["C", "C", "C", "C", "C", "C", "C", "C", "C", "C", "C", "N", "S", "H", "H", "H", "H", "H", "H", "H", "H", "H", "H", "H"], "xyz": [[2.780, -1.623, -1.908], [2.672, -2.153, -0.679], [2.096, -0.347, -2.123], [1.948, -1.636, 0.363], [1.449, 0.300, -1.132], [1.305, -0.372, 0.159], [-1.653, -0.721, 1.012], [-3.387, 1.726, 1.324], [-2.870, 1.168, 0.252], [-0.411, 1.199, 0.942], [-1.627, 0.474, 0.268], [0.585, 0.156, 1.195], [-2.178, -1.887, 1.901], [3.264, -2.176, -2.718], [3.143, -3.029, -0.460], [2.153, 0.297, -2.973], [1.850, -2.343, 1.290], [1.103, 1.296, -1.412], [-4.309, 2.369, 1.486], [-2.781, 1.923, 2.208], [-3.253, 1.612, -0.668], [0.127, 2.085, 0.430], [-0.716, 1.522, 1.978], [-1.293, 0.160, -0.737]], "atomic_forces_ev_per_a": [[-1.267, 2.557, -2.186], [-0.523, 0.338, 0.597], [1.723, -1.487, -0.115], [-0.915, 0.331, 1.243], [-0.371, -1.061, 1.680], [-0.459, 0.531, 0.218], [0.872, -2.786, 1.815], [-0.841, 2.278, 2.142], [-2.404, 2.962, -1.101], [1.791, 0.729, 0.804], [2.469, 0.520, -0.882], [-0.758, -0.803, -0.020], [0.075, 0.901, -0.620], [-0.010, 0.477, 0.277], [1.310, -2.537, 0.247], [0.458, -0.537, -1.175], [-0.044, 2.133, -1.569], [-0.275, -0.245, 0.794], [0.969, -1.006, -1.290], [-0.056, -1.258, 0.366], [-0.385, -1.188, -0.347], [-1.528, -1.092, 0.310], [0.129, -0.025, -1.258], [0.040, 0.270, 0.067]]}

=====

{"formula": "C11H12BrN5O7P2Pb", "method": "ωB97M-V/def2-TZVPD", "orbital_gap_ev": 6.8627, "e_tot_ha": -4676.0726, "total_charge": 2, "lumo_ev": -8.8264, "species": ["Pb", "O", "P", "O", "O", "O", "P", "O", "O", "O", "H", "H", "N", "C", "C", "N", "C", "C", "N", "C", "C", "N", "H", "H", "H", "H", "H", "H", "Br", "C", "C", "C", "C", "N", "C", "H", "H", "H", "H"], "xyz": [[-0.036, 0.370, 0.547], [-1.588, 1.625, 2.576], [-0.259, 1.300, 3.373], [-0.409, 1.307, 4.795], [0.143, -0.023, 2.613], [0.672, 2.361, 2.756], [1.061, 3.226, 1.420], [2.632, 3.260, 1.512], [0.300, 4.494, 1.308], [0.866, 2.158, 0.240], [-2.072, 2.311, 3.001], [2.841, 4.198, 1.580], [-3.130, 0.685, -2.450], [-2.593, 1.939, -2.704], [-1.591, 2.130, -1.805], [-1.498, 0.981, -1.012], [-2.450, 0.109, -1.411], [-2.455, -1.203, -0.814], [-1.609, -1.449, 0.199], [-1.767, -2.816, 0.492], [-2.752, -3.340, -0.308], [-3.138, -2.315, -1.133], [-3.804, 0.259, -2.992], [-2.977, 2.627, -3.456], [-0.910, 2.963, -1.711], [-1.226, -3.177, 1.301], [-3.190, -4.335, -0.462], [-3.709, -2.336, -1.971], [5.064, -0.290, -2.537], [3.885, -0.940, -1.296], [4.008, -2.241, -0.817], [3.090, -2.775, 0.104], [2.047, -1.964, 0.515], [1.847, -0.722, -0.002], [2.777, -0.241, -0.877], [4.896, -2.859, -1.143], [3.197, -3.717, 0.636], [1.273, -2.296, 1.178], [2.566, 0.734, -1.246]], "atomic_forces_ev_per_a": [[-0.411, -1.222, 0.720], [-0.505, -0.966, -1.373], [-0.837, -0.531, 0.221], [0.360, -0.282, 1.112], [0.062, -0.438, -1.191], [2.173, 1.895, -1.056], [-1.321, 0.496, 0.361], [-0.629, 0.394, -0.018], [1.220, -1.943, 0.017], [-0.103, 0.681, 0.311], [-1.046, 1.110, 0.466], [0.774, 0.419, 0.152], [2.514, 0.608, 2.241], [-0.093, -0.055, 0.343], [0.086, -0.685, 0.209], [-0.761, -0.069, -0.767], [0.554, 1.929, -1.196], [0.529, -0.563, 0.856], [-0.441, -0.820, -0.908], [-0.934, 1.746, -0.843], [0.334, -0.365, -0.288], [0.080, 1.223, -0.505], [-1.852, -0.988, -1.249], [0.069, -0.461, 0.204], [-0.105, -0.056, 0.209], [0.629, -1.054, 1.094], [0.442, 0.582, 0.447], [-0.221, -0.564, 0.410], [0.422, 0.476, -0.408], [-0.887, -1.115, 0.651], [1.227, -1.511, 0.280], [0.131, 1.052, 0.386], [-0.434, 0.433, -0.813], [1.072, -0.997, -0.566], [-1.116, 0.465, 0.422], [-1.191, 0.733, 0.390], [0.195, -0.003, -0.571], [-0.021, -0.261, 0.493], [0.034, 0.708, -0.242]]}

=====

{"formula": "C11H12BrN7O2", "method": "ωB97M-V/def2-TZVPD", "orbital_gap_ev": 8.6166, "smiles": "COc1ccc(Br)cc1/C=N/NC(=O)Cn1nnnc1N", "e_tot_ha": -3534.0981, "total_charge": 0, "lumo_ev": 0.1112, "species": ["C", "H", "O", "C", "C", "C", "C", "C", "C", "C", "N", "N", "C", "O", "C", "N", "C", "N", "N", "N", "N", "H", "H", "H", "H", "H", "H", "H", "Br", "H", "H", "H", "H"], "xyz": [[2.382, 1.726, 1.197], [1.416, 1.371, 1.561], [2.252, 2.881, 0.390], [1.047, 3.246, -0.121], [0.852, 4.626, -0.224], [-0.333, 5.155, -0.684], [-1.364, 4.291, -1.030], [-1.191, 2.927, -0.970], [0.025, 2.379, -0.548], [0.186, 0.940, -0.647], [-0.826, 0.172, -0.675], [-0.621, -1.148, -0.832], [-1.628, -2.055, -0.740], [-2.794, -1.813, -0.566], [-1.086, -3.495, -0.875], [-0.011, -3.718, 0.046], [0.029, -4.346, 1.255], [1.246, -4.200, 1.747], [1.923, -3.484, 0.865], [1.219, -3.180, -0.138], [-0.988, -5.055, 1.792], [-0.833, -5.343, 2.744], [-1.928, -4.763, 1.575], [-0.711, -3.642, -1.892], [-1.894, -4.203, -0.684], [0.343, -1.498, -0.923], [1.200, 0.541, -0.756], [-1.975, 2.248, -1.268], [-3.023, 5.005, -1.623], [-0.467, 6.223, -0.756], [1.661, 5.271, 0.079], [3.002, 2.012, 2.049], [2.891, 0.925, 0.654]], "atomic_forces_ev_per_a": [[0.121, -0.153, 0.302], [0.033, 0.026, 0.004], [0.061, 0.040, -0.361], [-0.456, 0.130, -0.087], [0.098, -0.183, 0.034], [-0.067, -0.129, 0.004], [-0.185, -0.001, -0.064], [0.059, 0.221, 0.011], [0.139, 0.682, 0.145], [0.289, -0.902, -0.113], [-0.528, 0.681, 0.216], [1.087, -0.307, -0.291], [0.025, -0.293, 0.030], [-0.246, -0.032, -0.013], [-0.311, 0.394, -0.327], [0.471, -0.827, 1.377], [0.372, 0.621, -0.964], [-0.785, -0.675, 0.804], [0.750, 0.344, -0.180], [-0.097, 0.314, -0.956], [-0.303, -0.217, 0.111], [-0.055, 0.010, 0.004], [0.042, 0.003, 0.114], [-0.059, -0.087, 0.123], [0.106, 0.150, -0.036], [-0.466, 0.164, 0.081], [-0.079, -0.018, 0.022], [-0.073, -0.008, -0.059], [0.132, -0.058, 0.043], [-0.007, 0.074, -0.003], [0.084, 0.067, 0.060], [-0.071, -0.078, -0.051], [-0.082, 0.046, 0.018]]}

=====

{"formula": "C11H12Cl2N5RuS2", "method": "ωB97M-V/def2-TZVPD", "orbital_gap_ev": 6.2314, "e_tot_ha": -2510.5729, "total_charge": 3, "lumo_ev": -12.0785, "species": ["Ru", "N", "C", "S", "N", "N", "C", "C", "C", "C", "C", "C", "N", "H", "H", "H", "H", "H", "H", "H", "Cl", "C", "Cl", "H", "H", "S", "C", "C", "N", "C", "H", "H", "H"], "xyz": [[1.109, -0.380, -1.148], [2.893, 2.977, 0.873], [2.255, 1.902, 0.468], [2.598, 1.362, -1.182], [1.421, 1.300, 1.298], [0.811, 0.196, 0.840], [0.038, -0.362, 1.719], [-0.817, -1.486, 1.460], [-1.514, -2.164, 2.470], [-2.331, -3.237, 2.139], [-2.550, -3.743, 0.812], [-1.779, -2.885, 0.143], [-1.026, -1.933, 0.167], [3.554, 3.466, 0.287], [2.757, 3.312, 1.820], [0.013, 0.054, 2.720], [-1.423, -1.878, 3.510], [-2.858, -3.770, 2.928], [-3.179, -4.579, 0.546], [1.382, -4.375, -2.554], [1.354, -4.051, -1.306], [2.406, -1.348, -0.866], [1.112, -0.486, -3.623], [2.196, -1.085, -4.003], [3.322, -1.929, -0.729], [-3.012, 1.736, -1.920], [-1.754, 2.746, -2.465], [-0.549, 2.174, -2.234], [-0.620, 0.937, -1.615], [-1.886, 0.604, -1.400], [-1.957, 3.699, -2.928], [0.408, 2.598, -2.487], [-2.186, -0.325, -0.938]], "atomic_forces_ev_per_a": [[-1.174, 1.275, 0.129], [-0.008, 0.041, 0.120], [0.099, -0.123, -0.197], [-0.123, 0.202, 0.216], [0.241, -0.055, -0.182], [-0.029, 0.276, 0.069], [0.090, -0.033, -0.217], [0.001, 0.033, 0.351], [0.066, -0.042, -0.515], [-0.263, -0.340, 0.038], [0.241, 0.397, 0.161], [-0.107, -0.324, 0.093], [0.097, -0.387, 0.095], [-0.014, 0.008, 0.035], [-0.004, 0.009, -0.050], [0.072, 0.134, -0.041], [0.085, 0.093, -0.035], [-0.030, -0.032, -0.060], [0.016, -0.005, -0.084], [0.013, -0.072, 0.078], [-0.055, -0.026, -0.113], [1.088, -1.230, 0.266], [-0.026, -0.122, -0.011], [0.000, 0.032, 0.027], [0.026, 0.022, 0.046], [0.013, 0.029, 0.029], [-0.007, 0.052, -0.050], [0.023, -0.095, 0.050], [-0.298, -0.015, -0.068], [-0.047, 0.040, -0.048], [0.006, -0.001, -0.004], [0.018, 0.017, 0.001], [-0.011, 0.243, -0.128]]}

=====

{"formula": "C11H12F3N6O4ReS", "method": "ωB97M-V/def2-TZVPD", "multiplicity": 2, "orbital_gap_ev": [6.8613, 7.1821], "e_tot_ha": -1831.8184, "total_charge": 1, "lumo_ev": [-5.1939, -5.0175], "species": ["Re", "C", "C", "N", "N", "C", "N", "S", "C", "C", "C", "C", "C", "N", "H", "H", "H", "H", "H", "H", "H", "H", "H", "N", "N", "C", "O", "O", "H", "H", "H", "F", "C", "F", "F", "C", "O", "O"], "xyz": [[0.851, -0.107, 0.834], [-3.219, 1.160, 0.113], [-1.909, 0.469, 0.213], [-0.957, 0.828, 1.011], [-1.173, 1.879, 1.875], [-0.095, 2.254, 2.497], [-0.183, 3.263, 3.369], [1.540, 1.573, 2.289], [-1.587, -0.677, -0.657], [-2.465, -1.151, -1.608], [-2.097, -2.230, -2.393], [-0.862, -2.832, -2.199], [-0.023, -2.312, -1.240], [-0.369, -1.251, -0.490], [-3.248, 2.014, 0.778], [-4.033, 0.475, 0.365], [-3.365, 1.499, -0.916], [-1.077, 3.690, 3.542], [0.618, 3.563, 3.894], [-3.426, -0.672, -1.738], [-2.772, -2.601, -3.154], [-0.548, -3.683, -2.786], [0.948, -2.747, -1.047], [2.805, -1.182, 0.848], [2.684, -2.230, 1.779], [1.601, -2.206, 2.658], [1.569, -2.891, 3.628], [0.604, -1.375, 2.261], [3.041, -1.574, -0.058], [3.546, -0.535, 1.098], [3.533, -2.639, 2.138], [1.971, 3.261, -2.805], [1.787, 1.946, -2.892], [2.980, 1.346, -2.879], [1.193, 1.671, -4.050], [0.882, 1.476, -1.726], [-0.288, 1.723, -1.755], [1.544, 0.805, -0.796]], "atomic_forces_ev_per_a": [[0.394, 1.259, 1.606], [-0.008, -0.065, -0.050], [-0.136, -0.038, -0.104], [0.203, 0.045, 0.145], [0.146, -0.230, -0.184], [-0.087, 0.199, 0.150], [0.067, -0.064, -0.015], [-0.081, -0.321, -0.598], [0.200, -0.055, 0.166], [-0.223, -0.049, -0.130], [-0.054, -0.050, -0.071], [-0.034, -0.051, -0.069], [-0.170, 0.278, 0.194], [0.214, -0.315, -0.375], [0.003, 0.011, 0.035], [0.043, 0.026, -0.018], [0.010, -0.003, 0.052], [-0.027, 0.010, 0.010], [0.022, 0.020, 0.004], [0.028, -0.042, -0.019], [0.012, -0.001, 0.030], [-0.022, 0.017, 0.013], [0.020, 0.050, 0.016], [-0.143, 0.010, -0.238], [-0.140, 0.018, -0.040], [-0.043, 0.075, 0.065], [-0.138, -0.020, 0.113], [0.011, -0.368, -0.753], [0.046, 0.019, -0.110], [0.099, 0.052, 0.109], [0.046, -0.006, 0.039], [0.037, 0.098, 0.005], [0.082, -0.034, 0.090], [-0.005, 0.005, 0.003], [-0.027, -0.015, -0.058], [0.419, -0.276, -0.112], [-0.235, -0.025, 0.118], [-0.528, -0.163, -0.020]]}

=====

Please write out number 1 again, unchanged.
{"formula": "C11H11NO2S", "method": "ωB97M-V/def2-TZVPD", "orbital_gap_ev": 6.9997, "e_tot_ha": -1028.8044, "total_charge": 0, "lumo_ev": 0.0121, "species": ["C", "C", "C", "O", "O", "H", "H", "S", "C", "C", "N", "C", "C", "C", "C", "C", "C", "H", "H", "H", "H", "H", "H", "H", "H", "H"], "xyz": [[1.744, -2.519, 1.967], [0.618, -2.168, 0.868], [-0.553, -3.242, 0.806], [-0.953, -3.713, -0.163], [-0.606, -3.844, 1.948], [-1.418, -4.469, 2.106], [1.122, -2.137, 0.102], [-0.317, -0.846, 1.323], [0.247, 0.274, 0.145], [1.563, 0.512, -0.354], [1.349, 1.443, -1.178], [0.219, 1.942, -1.320], [0.016, 3.149, -2.144], [-1.568, 3.556, -1.825], [-2.304, 2.784, -1.082], [-1.822, 1.774, -0.083], [-0.376, 1.460, -0.353], [-2.449, 1.259, 0.547], [-3.463, 3.225, -0.968], [-1.917, 4.379, -2.297], [0.496, 3.609, -2.769], [2.258, 1.732, -1.581], [2.289, -0.101, -0.087], [2.251, -3.478, 1.785], [2.263, -1.879, 1.745], [1.310, -2.699, 2.863]], "atomic_forces_ev_per_a": [[-9.716, -12.193, -0.548], [-4.413, -4.986, 9.128], [5.704, 0.741, 0.950], [-3.052, -1.095, -4.915], [-2.883, -2.001, 4.499], [2.123, 1.622, -1.046], [4.151, 0.658, -8.612], [-1.413, 3.228, 0.906], [2.753, 2.212, 0.509], [-7.304, -3.667, 4.307], [13.867, 0.669, -5.848], [1.652, 10.860, -9.233], [-12.818, -6.133, 10.300], [9.444, -1.398, -3.144], [-5.261, -2.357, 6.514], [3.409, 3.234, -6.040], [-14.501, -5.612, 9.444], [-1.205, -1.014, 1.408], [2.999, -1.624, -0.159], [-1.122, 2.332, -1.492], [5.668, 4.655, -6.578], [-1.470, 0.587, -0.637], [4.105, -1.855, 0.210], [-0.175, 0.130, -0.627], [10.475, 12.353, -2.353], [-1.015, 0.652, 3.054]]}

=====

Question: Which formula does entry 4 have?
Answer: C11H12BrN7O2